# 1
A 2-piece molecular cluster, BrHN2O2 overall at a distorted geometry. Source: the OMol25 dataset; level of theory: ωB97M-V/def2-TZVPD.

The multiplicity is 3. Its expectation value of S² is 2.01. As for the LUMO energy (alpha / beta): 0.27 / -1.93 eV.

XYZ file:
```
6
Properties=species:S:1:pos:R:3:forces:R:3:mulliken_spin:R:1
N 0.6268 -0.3531 1.4587 4.5589 -0.6703 -1.6130 0.615
N -0.1070 -0.1572 0.5600 -2.8661 1.1080 1.1996 0.140
O 1.1352 -0.3446 2.5263 -1.1127 -0.0316 1.6627 0.282
O -2.1314 0.1335 0.8525 -1.7726 0.0752 1.1543 0.753
Br -2.6198 0.4389 -0.7639 -0.5381 0.2299 -0.9122 0.145
H 0.1467 -0.1117 -0.3900 1.7306 -0.7112 -1.4915 0.064
```
Forces are in eV/Å.

# 2
An isolated ion of composition C7H11N2O3 and charge -1 at a distorted geometry. Source: the OMol25 dataset; level of theory: ωB97M-V/def2-TZVPD.

The multiplicity is 1. The charge is -1. As for the LUMO energy (alpha / beta): 3.58 / 3.58 eV. As for the SMILES: CC(C)[N-]NC(=O)C(=C=O)CO.

XYZ file:
```
23
Properties=species:S:1:pos:R:3:forces:R:3:mulliken_charge:R:1
C 1.0374 -1.2395 -0.4324 -0.9254 1.0714 2.7952 -1.386
C 0.9466 0.3155 -0.5682 -0.4653 -1.1597 1.5438 0.446
C 2.0155 0.9465 0.3884 -0.3072 -0.0853 1.7493 -1.455
N -0.4377 0.7278 -0.4374 1.2685 1.4708 -1.8866 -0.989
N -0.9592 0.6026 0.7932 -0.5079 -0.8575 1.2528 0.276
C -2.2512 0.3205 1.0625 0.9816 0.7496 2.9463 0.237
O -2.6690 0.3003 2.2824 0.3255 -0.0541 -2.0139 -0.807
C -3.1836 0.3207 -0.1069 0.8195 -0.8477 -1.4994 0.085
C -4.0322 1.3033 0.1002 -1.5433 1.4975 1.2972 0.347
O -4.7319 2.1709 0.5311 1.4943 -2.0454 -1.5512 -0.487
C -2.8131 -0.4951 -1.3822 -0.5831 0.1405 -1.1935 -0.170
O -3.0242 -1.9308 -1.2692 -0.2368 0.6223 -0.3725 -0.547
H 0.2589 -1.6615 -1.0073 -0.6757 -0.6545 -0.9211 0.358
H 1.9753 -1.6879 -0.5955 1.3998 -0.5106 -0.5715 0.469
H 0.7788 -1.4961 0.6505 0.2269 0.2829 -1.1617 0.246
H 1.2113 0.5182 -1.5866 0.1886 0.5474 -0.6200 0.321
H 1.7910 2.0071 0.6837 -0.0504 -0.8782 -0.3610 0.402
H 3.0017 0.9662 -0.0619 0.2554 -0.1172 -0.2344 0.423
H 2.1537 0.3439 1.3847 -0.4327 0.9774 -1.6873 0.233
H -0.3868 0.8425 1.6175 -0.5376 -0.4203 -0.2180 0.239
H -1.7444 -0.3650 -1.7026 -1.1868 0.3886 0.8964 0.150
H -3.4618 -0.2055 -2.2570 0.4325 0.0203 0.9577 0.255
H -3.0296 -2.1572 -0.3500 0.0597 -0.1381 0.8535 0.354
```
Forces are in eV/Å.

# 3
One molecule with the formula C18H20N2O6S. Source: the OMol25 dataset; level of theory: ωB97M-V/def2-TZVPD.

The multiplicity is 1. As for the LUMO energy: 0.50 eV. As for the SMILES: CCOc1ccccc1N(CC(=O)Nc1ccccc1C(=O)O)S(C)(=O)=O.

XYZ file:
```
47
Properties=species:S:1:pos:R:3:forces:R:3:mulliken_charge:R:1
C 1.7614 2.5679 2.5808 -0.2952 -0.0599 -0.2400 -1.181
C 0.4435 2.7276 1.8348 0.0514 0.2889 0.3691 -0.662
O 0.4714 1.8593 0.7092 -0.4013 -0.1093 -0.2024 0.388
C -0.5820 1.8551 -0.1522 -0.1543 -0.0129 0.0564 0.505
C -1.7621 2.5544 0.0573 0.1314 0.0342 0.1481 -0.831
C -2.8004 2.4803 -0.8571 0.0252 -0.0452 -0.0896 -0.864
C -2.6644 1.7076 -1.9917 -0.1023 0.0344 0.0256 -0.913
C -1.4868 1.0153 -2.2195 0.2056 -0.0028 0.0394 -0.609
C -0.4297 1.0810 -1.3201 -0.3986 0.5554 0.4238 0.524
N 0.7596 0.3609 -1.5298 0.8888 0.4105 0.0317 0.164
C 0.7031 -0.8408 -2.3385 0.0524 -0.2814 -0.4057 -1.051
C -0.3002 -1.8270 -1.7193 0.2075 0.2200 -0.0039 0.816
O -1.1222 -2.4311 -2.3663 -0.1333 -0.0960 -0.2236 -0.673
N -0.1124 -1.8848 -0.3798 0.4546 0.1626 0.2420 -0.079
C -0.9178 -2.4054 0.6241 -0.2220 -0.1657 0.2391 0.220
C -1.9056 -3.3487 0.3528 -0.0105 -0.0763 -0.1714 -0.467
C -2.7074 -3.8339 1.3677 0.0840 0.1186 0.0856 -0.587
C -2.5513 -3.3777 2.6683 -0.0542 -0.0313 0.0577 -0.607
C -1.5906 -2.4261 2.9446 0.1335 0.0562 -0.1015 -0.639
C -0.7562 -1.9355 1.9419 -0.1641 -0.1852 -0.1319 0.441
C 0.2039 -0.8678 2.3230 -0.0849 0.3361 0.3829 0.621
O 0.0038 -0.0847 3.2188 0.0316 -0.0515 -0.0038 -0.654
O 1.3214 -0.8576 1.5838 0.3521 -0.2141 -0.1605 -0.612
S 2.2866 1.0579 -1.3484 0.1893 0.3561 -0.0736 1.136
C 2.0577 2.8220 -1.6834 -0.1117 -0.8119 0.2213 -0.887
O 2.7945 0.8704 -0.0193 0.0695 0.1063 -0.0138 -0.623
O 3.0913 0.5091 -2.3987 -0.0102 -0.0318 -0.4277 -0.740
H 1.9369 3.4343 3.2119 0.0309 0.0745 0.0730 0.427
H 2.5761 2.4635 1.8681 0.1033 0.1076 0.0002 0.253
H 1.7227 1.6836 3.2103 0.0462 -0.0562 0.0613 0.243
H 0.3145 3.7641 1.4904 -0.0386 -0.1343 -0.0091 0.580
H -0.3924 2.4622 2.4925 0.0347 0.0562 -0.1334 0.324
H -1.8893 3.1441 0.9503 0.0392 0.0439 0.0972 0.465
H -3.7134 3.0230 -0.6685 -0.0880 0.0492 0.0164 0.435
H -3.4693 1.6353 -2.7058 -0.0756 -0.0218 -0.0675 0.420
H -1.4029 0.4101 -3.1062 0.0463 -0.1127 -0.1100 0.430
H 0.4354 -0.6451 -3.3822 -0.0155 -0.1051 0.1583 0.320
H 1.7035 -1.2775 -2.3282 -0.1645 -0.1342 -0.1166 0.589
H 0.6499 -1.3100 -0.0290 -0.2308 -0.1518 -0.1300 0.243
H -2.0334 -3.6871 -0.6623 0.0034 -0.0172 -0.0421 0.502
H -3.4613 -4.5727 1.1412 -0.0609 -0.0593 -0.0379 0.403
H -3.1805 -3.7574 3.4585 -0.0437 -0.0266 0.0761 0.407
H -1.4618 -2.0417 3.9453 0.0027 0.0458 0.0626 0.451
H 1.8599 -0.0476 1.6666 -0.3173 -0.0598 0.0713 0.411
H 1.7238 3.3231 -0.7869 -0.0927 0.0425 0.1402 0.179
H 1.3397 2.9198 -2.4871 -0.1078 0.0519 -0.1564 0.305
H 3.0274 3.1911 -1.9935 0.1945 -0.0964 -0.0271 0.476
```
Forces are in eV/Å.